Entry 1:
Computed, not measured: a molecular structure, C57H45AsClCsF6NOP3S2, with ωB97M-V/def2-TZVPD.

Computed properties:
Kohn-Sham gap (spin up / spin down)	7.821 / 4.966	eV
HOMO energy (spin up / spin down)	-10.09 / -10.09	eV
total charge	+1
spin multiplicity	2

XYZ file:
```
118
C57H45AsClCsF6NOP3S2, DFT ωB97M-V/def2-TZVPD
Cs 0.231 -0.350 -0.851
O -4.181 0.375 0.230
S -3.006 1.280 0.148
C -2.994 2.227 1.690
C -4.088 3.014 1.908
C -4.182 3.660 3.106
C -3.216 3.562 4.054
C -2.175 2.658 3.900
C -2.052 1.976 2.696
P -0.694 0.733 2.624
C -0.617 0.163 4.355
C -1.714 -0.538 4.812
C -1.763 -1.010 6.131
C -0.725 -0.781 7.010
C 0.394 -0.091 6.510
C 0.482 0.384 5.206
C 0.865 1.686 2.330
C 0.918 3.082 2.391
C 2.090 3.749 2.088
C 3.241 3.064 1.829
C 3.229 1.676 1.860
C 2.054 1.006 2.113
C -3.556 2.597 -0.935
C -4.858 2.573 -1.340
C -5.361 3.682 -2.070
C -4.539 4.739 -2.356
C -3.210 4.799 -1.925
C -2.714 3.720 -1.172
P -0.996 3.537 -0.594
C -0.499 5.291 -0.519
C -0.127 6.134 -1.551
C 0.192 7.441 -1.277
C 0.170 7.925 0.023
C -0.268 7.135 1.058
C -0.602 5.828 0.776
C -0.263 2.831 -2.081
C -1.086 2.064 -2.947
C -0.434 1.266 -3.928
C 0.951 1.387 -4.134
C 1.750 2.163 -3.276
C 1.128 2.836 -2.214
H -4.859 3.108 1.156
H -5.057 4.282 3.319
H -3.320 4.116 4.944
H -1.505 2.479 4.693
H -2.503 -0.769 4.146
H -2.637 -1.549 6.413
H -0.825 -1.077 8.042
H 1.290 0.046 7.104
H 1.298 1.050 4.886
H 0.012 3.653 2.628
H 2.128 4.825 2.154
H 4.154 3.636 1.608
H 4.137 1.072 1.625
H 2.121 -0.082 2.071
H -5.526 1.741 -1.020
H -6.350 3.674 -2.445
H -4.979 5.575 -2.904
H -2.578 5.711 -2.062
H -0.051 5.751 -2.561
H 0.569 8.080 -2.080
H 0.457 8.954 0.221
H -0.322 7.513 2.074
H -0.759 5.119 1.565
H -2.180 2.084 -2.924
H -0.992 0.629 -4.604
H 1.462 0.836 -4.949
H 2.817 2.072 -3.369
H 1.759 3.324 -1.465
Cl -2.009 -3.024 -1.035
C -1.640 -4.660 -1.525
C -2.698 -5.324 -2.115
C -2.501 -6.600 -2.627
C -1.246 -7.199 -2.494
C -0.208 -6.500 -1.931
C -0.337 -5.216 -1.427
P 1.030 -4.278 -0.727
C 2.587 -4.960 -1.312
C 2.769 -5.070 -2.680
C 4.034 -5.412 -3.207
C 5.083 -5.665 -2.313
C 4.889 -5.518 -0.924
C 3.642 -5.208 -0.431
C 0.796 -3.963 0.995
C -0.242 -4.510 1.806
C -0.392 -4.055 3.117
C 0.529 -3.128 3.651
C 1.534 -2.652 2.865
C 1.660 -3.028 1.536
H -3.640 -4.757 -2.285
H -3.367 -7.115 -3.099
H -1.101 -8.256 -2.777
H 0.766 -6.993 -1.800
H 1.979 -4.887 -3.391
H 4.194 -5.540 -4.281
H 6.049 -5.894 -2.700
H 5.662 -5.735 -0.153
H 3.491 -5.091 0.618
H -0.927 -5.232 1.402
H -1.173 -4.496 3.751
H 0.412 -2.717 4.617
H 2.269 -1.953 3.260
H 2.432 -2.484 0.944
S 1.197 -2.354 -6.072
C -0.518 -2.492 -5.784
C -0.778 -2.444 -4.426
N 0.352 -2.269 -3.616
C 1.401 -2.260 -4.364
H -1.268 -2.757 -6.549
H -1.800 -2.471 -4.004
H 2.416 -2.113 -4.005
F 2.707 -2.249 -1.370
As 4.241 -1.295 -1.210
F 4.011 -1.289 0.598
F 3.327 0.237 -1.042
F 5.725 -0.396 -1.199
F 4.042 -1.237 -2.935
F 5.083 -2.822 -1.296
```


Entry 2:
Computed, not measured: a gas-phase ion, C5H10N3 (charge +1), with ωB97M-V/def2-TZVPD.

Computed properties:
Kohn-Sham gap	9.728	eV
HOMO energy	-14.07	eV
total charge	+1

XYZ file:
```
18
C5H10N3, DFT ωB97M-V/def2-TZVPD
H -2.154 0.809 0.468
N -1.236 0.580 -0.076
C -0.247 0.675 0.649
C -0.284 1.126 2.052
N 0.943 -0.040 0.289
C 1.034 -0.696 -0.970
C 0.211 -2.017 -0.754
N 0.245 0.087 -1.951
C -0.328 1.059 -2.046
H 0.607 1.583 2.308
H -0.522 0.329 2.747
H -1.074 1.787 2.052
H 1.798 0.274 0.759
H 2.145 -0.700 -1.292
H 0.514 -3.023 -0.707
H -0.287 -1.896 0.263
H -0.620 -1.946 -1.374
H -0.745 2.008 -2.418
```


Entry 3:
Computed, not measured: 12 unconnected molecules or ions with the total composition C16H56N10O12, with ωB97M-V/def2-TZVPD.

Computed properties:
Kohn-Sham gap	9.669	eV
HOMO energy	-9.74	eV
total charge	0

XYZ file:
```
94
C16H56N10O12, DFT ωB97M-V/def2-TZVPD
N -2.379 8.513 9.995
C -3.089 7.460 10.155
N -3.913 7.397 9.151
O -3.009 6.670 11.057
H -1.603 8.627 10.632
H -2.520 9.165 9.236
H -3.898 8.184 8.518
H -4.679 6.739 9.147
N 1.213 11.398 3.596
C 2.144 10.676 4.224
N 1.577 9.802 4.958
O 3.338 10.732 4.144
H 0.248 11.108 3.669
H 1.501 12.308 3.266
H 2.177 9.262 5.566
H 0.590 9.830 5.169
N 0.118 3.309 14.899
C -0.140 3.376 16.231
N -1.168 4.104 16.484
O 0.556 2.825 16.988
H 0.929 2.780 14.613
H -0.308 3.899 14.198
H -1.588 4.423 15.622
H -1.444 4.293 17.436
N -5.982 12.781 11.942
C -6.606 12.477 10.850
N -7.513 11.539 11.034
O -6.519 12.903 9.727
H -6.115 12.323 12.832
H -5.318 13.530 11.803
H -7.920 11.100 10.220
H -7.596 11.099 11.939
N -8.684 1.112 7.814
C -8.958 2.025 6.925
N -9.735 1.535 6.022
O -8.459 3.113 6.927
H -7.914 1.327 8.430
H -9.097 0.191 7.784
H -10.082 0.609 6.225
H -9.937 2.057 5.181
C 0.905 15.512 10.781
C 2.404 15.689 10.721
O 2.931 15.102 9.604
H 0.460 16.309 11.376
H 0.592 14.562 11.215
H 0.337 15.584 9.853
H 2.802 15.016 11.480
H 2.642 16.723 10.970
H 2.815 14.163 9.764
C -4.570 -2.077 12.838
C -3.822 -0.725 13.007
O -4.678 0.182 12.395
H -5.266 -2.280 13.652
H -3.985 -2.995 12.886
H -5.168 -2.192 11.934
H -2.844 -0.801 12.531
H -3.823 -0.481 14.070
H -4.356 1.062 12.605
C -2.003 10.170 16.445
C -2.898 10.842 17.469
O -4.074 11.196 16.786
H -2.530 9.431 15.842
H -1.100 9.726 16.864
H -1.616 10.952 15.792
H -2.394 11.703 17.907
H -3.229 10.200 18.285
H -4.502 10.359 16.590
C 6.430 9.452 12.480
C 4.956 9.453 12.995
O 4.133 9.531 11.854
H 6.620 10.358 11.904
H 6.733 8.752 11.701
H 7.224 9.452 13.226
H 4.821 10.288 13.682
H 4.681 8.523 13.493
H 4.208 8.812 11.222
C -4.419 8.615 3.230
O -3.992 9.543 4.216
H -5.446 8.397 3.522
H -4.449 9.119 2.264
H -3.761 7.762 3.066
H -4.681 10.203 4.320
C 2.049 3.740 8.118
O 2.994 4.766 8.233
H 1.873 3.115 8.993
H 1.157 4.325 7.892
H 2.293 3.126 7.251
H 3.880 4.405 8.317
C -12.456 7.892 6.428
O -11.278 7.972 7.133
H -12.890 6.906 6.596
H -13.201 8.632 6.720
H -12.399 7.993 5.344
H -10.747 7.283 6.727
```


Entry 4:
Computed, not measured: a single C3H6O molecule, with ωB97M-V/def2-TZVPD.

Computed properties:
Kohn-Sham gap	9.561	eV
HOMO energy	-8.49	eV
total charge	0

XYZ file:
```
10
C3H6O, DFT ωB97M-V/def2-TZVPD
C -1.703 0.294 0.303
C 0.477 -0.453 0.548
O -0.307 0.540 0.182
C 1.706 -0.258 -0.290
H -2.203 1.256 0.203
H -1.955 -0.339 -0.550
H -1.955 -0.220 1.233
H 1.600 -1.092 -1.004
H 1.689 0.677 -0.862
H 2.650 -0.404 0.236
```


Entry 5:
Computed, not measured: a single C4H8O molecule, with ωB97M-V/def2-TZVPD.

Computed properties:
Kohn-Sham gap	9.291	eV
HOMO energy	-8.43	eV
total charge	0

XYZ file:
```
13
C4H8O, DFT ωB97M-V/def2-TZVPD
C -0.932 -1.091 -0.031
C -0.441 0.362 -0.098
C 0.373 0.873 1.123
C 0.520 0.701 -1.221
O 1.290 -0.359 -1.418
H -0.115 -1.795 0.160
H -1.384 -1.374 -0.990
H -1.696 -1.233 0.742
H -1.302 1.030 -0.212
H 1.037 0.091 1.507
H -0.260 1.240 1.939
H 1.012 1.705 0.807
H 1.977 -0.091 -2.045
```


Entry 6:
Computed, not measured: a molecular structure, C38H47BrCl2N6O2OsS, with ωB97M-V/def2-TZVPD.

Computed properties:
Kohn-Sham gap (spin up / spin down)	6.415 / 5.372	eV
HOMO energy (spin up / spin down)	-13.63 / -13.43	eV
total charge	+2

XYZ file:
```
98
C38H47BrCl2N6O2OsS, DFT ωB97M-V/def2-TZVPD
Os 0.311 1.586 -0.599
C 2.066 1.172 -3.900
C 2.931 0.343 -2.993
C 3.680 -0.672 -3.565
C 4.625 -1.363 -2.827
C 4.855 -1.024 -1.500
C 4.149 -0.012 -0.879
C 4.470 0.283 0.563
C 3.139 0.656 -1.629
N 2.318 1.611 -1.010
C 3.025 2.617 -0.287
O 4.127 2.996 -0.571
C 2.222 3.223 0.819
C 2.672 4.142 1.748
C 1.751 4.662 2.653
C 0.417 4.271 2.599
C 0.043 3.346 1.642
N 0.946 2.849 0.804
C -1.337 2.799 1.428
O -2.267 3.159 2.100
N -1.396 1.838 0.405
C -2.674 1.156 0.388
C -3.666 1.537 -0.524
C -3.598 2.822 -1.301
C -4.838 0.786 -0.585
C -5.065 -0.248 0.305
C -4.140 -0.503 1.304
C -2.944 0.202 1.376
C -2.046 0.006 2.566
H 1.352 0.548 -4.440
H 2.693 1.662 -4.646
H 1.528 1.947 -3.366
H 3.543 -0.897 -4.616
H 5.204 -2.151 -3.290
H 5.604 -1.563 -0.934
H 4.809 -0.629 1.052
H 3.617 0.655 1.129
H 5.274 1.017 0.633
H 3.712 4.439 1.742
H 2.072 5.382 3.394
H -0.331 4.664 3.273
H -2.586 3.168 -1.455
H -4.104 3.605 -0.731
H -4.112 2.746 -2.261
H -5.603 1.063 -1.300
H -5.987 -0.811 0.260
H -4.356 -1.246 2.063
H -2.089 -1.023 2.921
H -2.391 0.646 3.382
H -1.005 0.261 2.366
Cl -2.794 -1.687 -3.044
C -2.020 -0.128 -3.107
Cl -0.421 -0.226 -2.234
H -2.625 0.597 -2.573
H -1.798 0.151 -4.132
Br -1.310 3.503 -5.757
C -0.447 3.960 -4.157
C 0.308 5.114 -4.031
C 0.904 5.362 -2.804
C 0.752 4.455 -1.775
N 0.044 3.319 -1.900
C -0.553 3.101 -3.083
H 0.423 5.798 -4.861
H 1.488 6.256 -2.640
H 1.192 4.661 -0.812
H -1.144 2.208 -3.173
C -0.508 -2.519 4.824
C 0.994 -2.649 5.047
C 1.761 -3.289 3.892
C 1.826 -2.475 2.607
N 0.575 -2.582 1.843
C 0.108 -1.737 0.935
S 1.149 -0.404 0.514
N -1.041 -1.985 0.330
C -1.863 -3.180 0.525
C -1.392 -4.375 -0.294
C -2.305 -5.581 -0.100
C -1.894 -6.763 -0.968
H -1.005 -2.140 5.717
H -0.957 -3.488 4.589
H -0.736 -1.830 4.008
H 1.174 -3.250 5.940
H 1.423 -1.664 5.256
H 1.352 -4.282 3.671
H 2.792 -3.464 4.203
H 2.640 -2.843 1.976
H 2.014 -1.422 2.813
H 0.071 -3.448 1.963
H -1.292 -1.373 -0.429
H -2.880 -2.902 0.251
H -1.897 -3.417 1.593
H -0.365 -4.640 -0.021
H -1.365 -4.091 -1.350
H -3.335 -5.292 -0.329
H -2.296 -5.877 0.953
H -1.925 -6.501 -2.027
H -2.559 -7.612 -0.817
H -0.880 -7.090 -0.735
```


Maximum force readings, ordered: 0.041; 0.109; 0.130; 0.014; 0.009; 0.010 hartree/bohr
Total energy readings, ordered: -7464.715521; -360.413141; -2093.553905; -193.030626; -232.353235; -5938.080971 a.u.
Relative energy (zero: lowest compared OMol25 entry of this formula, charge and spin) readings, ordered: 32.01; 425.23; 319.74; 295.57; 242.59; 0.00 kJ/mol